No. 1
An isolated molecule of C6H15N in a non-equilibrium geometry. Source: OMol25; level of theory: wB97M-V/def2-TZVPD.

CARTESIAN COORDINATES (ANGSTROEM)
C  0.94111  2.00311  -1.75319
N  0.32704  0.74043  -1.35399
C  0.37624  0.35025  0.04084
C  0.06423  -1.15759  0.14941
C  0.73096  -1.78723  1.37742
C  -1.42964  -1.52406  0.04340
C  -0.57369  1.20276  0.92697
H  1.51213  2.43656  -0.93268
H  0.23080  2.74992  -2.11181
H  1.64426  1.82814  -2.56919
H  -0.55568  0.59529  -1.81853
H  1.38796  0.54403  0.38908
H  0.54889  -1.58231  -0.72573
H  1.81841  -1.79249  1.26472
H  0.52448  -1.24231  2.29417
H  0.39593  -2.81815  1.46201
H  -1.69658  -1.86534  -0.95563
H  -2.10415  -0.69250  0.24033
H  -1.65363  -2.32018  0.74621
H  -1.46206  1.45326  0.34542
H  -0.91360  0.70737  1.82986
H  -0.11341  2.17104  1.11088

Its SMILES is CN[C@@H](C)C(C)C. For the energy relative to the best compared isomer or geometry (same formula, charge and spin), the calculation gives 77.83 kJ/mol.

=====

No. 2
A structure of composition C42H48BrIN8O5PSTa in a non-equilibrium geometry. Source: OMol25; level of theory: wB97M-V/def2-TZVPD.

CARTESIAN COORDINATES (ANGSTROEM)
Ta  0.20304  -0.31807  0.06764
C  1.43384  -2.69327  -2.35406
N  0.57324  -2.82067  -1.16836
C  -0.76586  -3.26577  -1.57556
C  -1.76566  -3.15347  -0.45596
C  -2.83616  -4.03617  -0.39056
C  -3.76246  -3.91027  0.63344
C  -3.57456  -2.90827  1.57534
C  -2.48306  -2.06537  1.44674
N  -1.59886  -2.18457  0.45274
C  1.17974  -3.81267  -0.26846
C  2.31574  -3.23477  0.53894
C  3.29774  -4.07827  1.04724
C  4.31284  -3.55187  1.83024
C  4.31804  -2.18347  2.06124
C  3.32284  -1.40697  1.49434
N  2.32954  -1.91507  0.75754
C  1.06954  -1.50957  -3.19876
C  1.14514  -1.58457  -4.58516
C  0.87324  -0.45657  -5.34036
C  0.57504  0.72623  -4.67466
C  0.51184  0.71403  -3.29336
N  0.72594  -0.38537  -2.56326
H  1.39174  -3.60367  -2.96636
H  2.47254  -2.56627  -2.02266
H  -0.74266  -4.30557  -1.93116
H  -1.10916  -2.63957  -2.40646
H  -2.94556  -4.80737  -1.13676
H  -4.60836  -4.57967  0.69134
H  -4.26646  -2.77877  2.39264
H  -2.31496  -1.26537  2.15534
H  1.55864  -4.67417  -0.83646
H  0.40844  -4.20007  0.40594
H  3.26384  -5.13507  0.83454
H  5.08424  -4.18977  2.23574
H  5.08544  -1.72547  2.66534
H  3.33074  -0.33517  1.63454
H  1.42524  -2.51277  -5.05826
H  0.90604  -0.49767  -6.41756
H  0.40684  1.64273  -5.21746
H  0.32814  1.62583  -2.74526
Br  4.94424  -1.19767  -1.48176
C  5.78894  0.49603  -1.55006
C  7.13244  0.58603  -1.87096
C  7.72574  1.83423  -1.97626
C  6.97834  2.98063  -1.75756
C  5.63944  2.89293  -1.40296
C  5.05334  1.64323  -1.30436
I  2.93744  1.54483  -0.79556
H  7.70744  -0.31207  -2.04336
H  8.77064  1.90523  -2.23776
H  7.42954  3.95623  -1.85976
H  5.06484  3.78803  -1.21526
C  -3.09576  4.01493  -2.21556
C  -2.07296  2.94833  -2.56546
O  -2.55546  1.62393  -2.22716
P  -2.07746  0.39863  -1.34776
O  -2.76966  -0.81817  -2.11166
C  -3.47616  -0.81797  -3.39246
C  -4.86956  -0.23637  -3.30896
O  -2.83146  0.44633  0.06954
C  -4.27516  0.48693  0.27954
C  -4.77866  1.89493  0.50794
H  -2.74916  4.96573  -2.61606
H  -3.21596  4.11793  -1.13996
H  -4.06236  3.79843  -2.66136
H  -1.13296  3.15473  -2.05106
H  -1.90716  2.93073  -3.64466
H  -3.51856  -1.87587  -3.65936
H  -2.87626  -0.27577  -4.12536
H  -5.47866  -0.76967  -2.58356
H  -5.34296  -0.34537  -4.28106
H  -4.84676  0.81993  -3.05606
H  -4.43746  -0.12267  1.17054
H  -4.77096  0.02413  -0.57446
H  -4.20926  2.38403  1.29424
H  -5.81696  1.84313  0.82304
H  -4.72106  2.48713  -0.39936
N  -0.22186  -2.86807  3.08884
C  0.23194  -1.66817  3.51034
N  0.68784  -0.71667  2.71464
C  1.08954  0.38623  3.46364
C  1.67594  1.55683  2.98774
C  2.02734  2.55393  3.87974
C  1.79104  2.41913  5.24544
C  1.22284  1.26093  5.74204
C  0.88504  0.25613  4.84804
S  0.19904  -1.30557  5.20264
H  0.11414  -3.24217  2.21804
H  -0.44036  -3.54007  3.81054
H  1.86084  1.68953  1.92884
H  2.50204  3.44783  3.50814
H  2.07004  3.20903  5.92484
H  1.06704  1.13263  6.80154
C  -2.45206  2.91363  4.22154
N  -1.76096  2.76633  2.95614
C  -1.42306  3.80913  2.19094
C  -0.82456  3.65603  0.96634
C  -0.50456  2.34183  0.58574
O  0.04454  1.96043  -0.50976
N  -0.76986  1.31733  1.40214
C  -1.47586  1.45533  2.56244
O  -1.83256  0.49183  3.20174
H  -2.61026  3.96523  4.44084
H  -1.86296  2.45523  5.01624
H  -3.41126  2.39423  4.17844
H  -1.65696  4.79473  2.57224
H  -0.58136  4.49433  0.33794

As for the charge: +4.

=====

No. 3
An isolated molecule of C20H28F2N4O. Source: OMol25; level of theory: wB97M-V/def2-TZVPD.

CARTESIAN COORDINATES (ANGSTROEM)
C  -5.78661  -2.84452  0.42690
H  -5.24758  -3.27743  1.26470
H  -6.32515  -3.63117  -0.09686
H  -6.50608  -2.12749  0.81505
C  -4.80180  -2.15494  -0.51440
C  -4.04013  -1.08897  0.20700
N  -3.57359  -1.25853  1.43275
N  -2.92395  -0.13599  1.73740
C  -2.95914  0.77544  0.73629
C  -3.67363  0.18004  -0.28164
H  -3.91364  0.59854  -1.23802
C  -2.23379  2.07995  0.80620
N  -0.86467  2.03062  0.30799
C  -0.00530  1.14946  1.07525
H  -0.29501  0.08912  0.95812
C  1.45816  1.32935  0.63296
N  1.62740  1.12238  -0.80147
C  0.67257  1.90826  -1.55997
C  -0.77583  1.70943  -1.10424
H  -1.09788  0.67385  -1.31290
H  -1.42854  2.38767  -1.65788
H  0.93608  2.96064  -1.43366
H  0.76887  1.65587  -2.61812
C  1.67428  -0.28371  -1.17471
C  2.95960  -0.90362  -0.69366
C  4.17434  -0.31293  -1.02746
C  5.37076  -0.85329  -0.59354
C  5.36056  -2.00145  0.17971
C  4.15330  -2.59894  0.51640
C  2.95772  -2.05113  0.08609
H  2.03570  -2.53744  0.36565
F  4.13296  -3.71261  1.26746
F  6.52047  -2.53285  0.59837
H  6.31603  -0.39988  -0.84457
H  4.17262  0.57795  -1.63543
H  0.82126  -0.86895  -0.79817
H  1.65319  -0.33203  -2.26801
C  1.95969  2.71759  1.05827
H  1.99956  2.74465  2.14846
H  1.25102  3.47509  0.72626
C  3.35006  3.05078  0.51124
O  4.36414  2.22933  1.03797
H  4.20073  1.32555  0.74519
H  3.62057  4.06858  0.80268
H  3.33750  2.98848  -0.58442
H  2.06194  0.56894  1.14288
H  -0.09102  1.41010  2.13285
H  -2.19182  2.42847  1.84304
H  -2.76896  2.82486  0.21151
H  -2.50174  -0.03263  2.64652
C  -3.81956  -3.17167  -1.10435
H  -4.35649  -3.94365  -1.65088
H  -3.12588  -2.68337  -1.78636
H  -3.25045  -3.63983  -0.30480
H  -5.35283  -1.68197  -1.33561

Its SMILES is CC(C)c1cc(CN2CCN(Cc3ccc(F)c(F)c3)[C@@H](CCO)C2)[nH]n1. For the energy relative to the best compared isomer or geometry (same formula, charge and spin), the calculation gives 0.00 kJ/mol.

=====

No. 4
An isolated molecule of C3H7N3 in a non-equilibrium geometry. Source: OMol25; level of theory: wB97M-V/def2-TZVPD.

CARTESIAN COORDINATES (ANGSTROEM)
N  0.53285  -0.18506  0.79114
C  0.71364  0.61263  -0.38118
N  1.77450  0.18852  -1.15787
C  -0.70191  -0.70980  1.10345
C  -1.78209  -0.56683  0.32910
N  0.16200  1.72139  -0.62910
H  1.33685  -0.70027  1.11783
H  1.86714  -0.80315  -1.29979
H  1.91854  0.76253  -1.97327
H  -0.56785  1.98088  0.02807
H  -0.75112  -1.15841  2.09002
H  -1.75020  -0.29357  -0.71307
H  -2.75234  -0.84885  0.69468

Its SMILES is [H]/N=C(/N)NC=C. For the energy relative to the best compared isomer or geometry (same formula, charge and spin), the calculation gives 46.11 kJ/mol.

=====

No. 5
The ion C2HN2O3 with charge -1 in a non-equilibrium geometry. Source: OMol25; level of theory: wB97M-V/def2-TZVPD.

CARTESIAN COORDINATES (ANGSTROEM)
C  -0.37355  -0.29693  0.90149
C  -0.45388  0.02714  -1.22770
N  -1.12178  -0.37422  -0.14835
N  0.89904  0.25988  0.52937
O  -0.72409  -0.47982  2.15807
O  -0.78599  0.08229  -2.41860
O  0.84402  0.49695  -0.86193
H  1.71622  0.28471  1.06765

Its SMILES is O=c1nc([O-])o[nH]1. For the energy relative to the best compared isomer or geometry (same formula, charge and spin), the calculation gives 0.00 kJ/mol. As for the charge: -1.

=====

Number 1: Kohn-Sham gap 9.408 eV, E_HOMO -8.3 eV. Number 2: Kohn-Sham gap 4.560 eV, E_HOMO -17.7 eV. Number 3: Kohn-Sham gap 9.126 eV, E_HOMO -8.5 eV. Number 4: Kohn-Sham gap 9.257 eV, E_HOMO -8.4 eV. Number 5: Kohn-Sham gap 8.911 eV, E_HOMO -4.8 eV.